1.
# CH5N4O2

An isolated ion of composition CH5N4O2 and charge +1 in a non-equilibrium geometry (ωB97M-V with the def2-TZVPD basis set, OMol25).

Summary:
total charge: +1
ΔE to the lowest compared entry with this formula, charge and spin: 182.2 kJ/mol
energy: -11162.75368 eV
SMILES: NC(N)=[N+](O)N=O
spin multiplicity: 1

Bonds (Å) are listed after each position.
Cartesian coordinates (Å):
1 N 0.74311 0.65249 -1.45813  C2 1.328, H8 1.063, H9 1.062
2 C 0.28390 0.47201 -0.22491  N1 1.328, N3 1.315, N4 1.352
3 N 0.04631 1.49617 0.56518  C2 1.315, H10 1.000, H11 1.083
4 N -0.15398 -0.72203 0.23315  C2 1.352, O5 1.406, N6 1.522
5 O -0.92871 -0.72733 1.40689  N4 1.406, H12 0.928
6 N 0.10942 -2.08017 -0.40014  N4 1.522, O7 1.163
7 O -0.57742 -2.88255 0.08590  N6 1.163
8 H 1.23461 1.58966 -1.55687  N1 1.063
9 H 0.84445 -0.13644 -2.16134  N1 1.062
10 H 0.24706 2.47350 0.50157  N3 1.000
11 H -0.38180 1.34664 1.54914  N3 1.083
12 H -1.46694 -1.48194 1.45959  O5 0.928



2.
# CH5N4P

One molecule with the formula CH5N4P in a non-equilibrium geometry (ωB97M-V with the def2-TZVPD basis set, OMol25).

Summary:
ΔE to the lowest compared entry with this formula, charge and spin: 217.1 kJ/mol
energy: -16362.85162 eV
SMILES: P[C@H]1N=NNN1
spin multiplicity: 1

Bonds (Å) are listed after each position.
Cartesian coordinates (Å):
1 P -0.89652 -1.40521 0.76435  C2 1.900, H7 1.382, H8 1.462
2 C 0.24206 0.10050 0.54651  P1 1.900, N3 1.448, N6 1.418, H9 1.320
3 N 1.65979 0.04760 0.25887  C2 1.448, N4 1.223
4 N 1.90910 0.95145 -0.52585  N3 1.223, N5 1.337
5 N 0.82674 1.63606 -0.91044  N4 1.337, N6 1.516, H10 1.106
6 N -0.41462 0.93774 -0.39082  C2 1.418, N5 1.516, H11 1.010
7 H -0.78365 -1.51544 2.13709  P1 1.382
8 H -0.08581 -2.60234 0.54517  P1 1.462
9 H 0.17435 0.60000 1.76615  C2 1.320
10 H 0.87061 2.67326 -1.29098  N5 1.106
11 H -0.80007 0.46589 -1.19587  N6 1.010



3.
# CH5N6

An isolated ion of composition CH5N6 and charge +1 in a non-equilibrium geometry (ωB97M-V with the def2-TZVPD basis set, OMol25).

Summary:
total charge: +1
ΔE to the lowest compared entry with this formula, charge and spin: 161.7 kJ/mol
energy: -10046.21693 eV
SMILES: Nn1nnc[n+]1N
spin multiplicity: 1

Bonds (Å) are listed after each position.
Cartesian coordinates (Å):
1 N 0.40491 -0.73263 1.73879  N2 1.315, H8 1.109, H9 1.035
2 N -0.60165 -0.44118 0.94380  N1 1.315, N3 1.360, N6 1.301
3 N -1.84642 -0.64992 1.45036  N2 1.360, N4 1.298
4 N -2.69364 -0.26333 0.54628  N3 1.298, C5 1.303
5 C -2.15999 0.22209 -0.53907  N4 1.303, N6 1.597, H10 1.042
6 N -0.59961 0.00150 -0.27941  N2 1.301, C5 1.597, N7 1.353
7 N 0.53023 0.46011 -0.86600  N6 1.353, H11 1.095, H12 1.041
8 H 0.16396 -0.83670 2.81603  N1 1.109
9 H 1.37822 -0.94816 1.45931  N1 1.035
10 H -2.55604 0.70923 -1.37093  C5 1.042
11 H 1.09013 1.23012 -0.32536  N7 1.095
12 H 0.51683 0.62760 -1.89363  N7 1.041



4.
# CH5NO

A 2-piece molecular cluster, CH5NO overall in a non-equilibrium geometry (ωB97M-V with the def2-TZVPD basis set, OMol25).

Summary:
ΔE to the lowest compared entry with this formula, charge and spin: 313.3 kJ/mol
energy: -4652.13588 eV
SMILES: N=O.C
spin multiplicity: 1

Bonds (Å) are listed after each position.
Cartesian coordinates (Å):
1 N -1.00352 1.85563 -0.17853  O2 1.296, H3 1.034
2 O -0.23691 1.86603 0.86592  N1 1.296
3 H -1.43758 0.92859 -0.32746  N1 1.034
4 C 0.48146 -0.94633 -0.10602  H5 1.151, H6 1.080, H7 1.126, H8 1.094
5 H 1.06076 -1.93909 -0.15832  C4 1.151
6 H -0.20905 -1.04575 0.71779  C4 1.080
7 H 0.15501 -0.51230 -1.09282  C4 1.126
8 H 1.18983 -0.20678 0.27943  C4 1.094